# 1
A structure of composition C5H8O, computed with ωB97M-V/def2-TZVPD.

CARTESIAN COORDINATES (ANGSTROEM)
1 C 1.50 -0.40 0.44
2 C 0.64 0.54 -0.39
3 C -0.74 0.16 -0.96
4 C -1.35 -0.73 0.12
5 O -1.26 0.33 1.09
6 C -0.60 1.18 0.14
7 H 0.93 -1.27 0.78
8 H 1.89 0.09 1.33
9 H 2.34 -0.78 -0.15
10 H 1.19 1.17 -1.08
11 H -0.98 0.31 -2.00
12 H -0.70 -1.66 0.34
13 H -2.15 -1.45 0.19
14 H -0.79 2.25 0.17

Highest occupied orbital energy   -9.14 eV
Calculated total energy   -270.43697 Ha
Charge   0
ΔE to the lowest compared entry with this formula, charge and spin   75.88 kcal per mole
Spin multiplicity   1

Listed below, in e, are the Mulliken charges computed for each atom: -1.150, 0.013, -0.362, -0.334, -0.409, -0.114, 0.237, 0.259, 0.345, 0.410, 0.371, 0.048, 0.339, 0.346



# 2
The molecule C5H8O, computed with ωB97M-V/def2-TZVPD.

CARTESIAN COORDINATES (ANGSTROEM)
1 O -0.92 1.89 -0.07
2 C -0.79 0.62 0.53
3 C -1.10 -0.64 -0.33
4 C 0.32 -1.13 -0.06
5 C 1.29 -0.13 -0.60
6 C 0.63 0.13 0.73
7 H -0.01 2.21 -0.17
8 H -1.37 0.61 1.46
9 H -1.34 -0.44 -1.39
10 H -1.88 -1.27 0.10
11 H 0.61 -2.14 0.20
12 H 1.02 0.44 -1.48
13 H 2.34 -0.40 -0.55
14 H 1.22 0.25 1.63

SMILES   O[C@H]1C[C@H]2C[C@H]21
Highest occupied orbital energy   -9.81 eV
Calculated total energy   -270.48842 Ha
Charge   0
ΔE to the lowest compared entry with this formula, charge and spin   43.59 kcal per mole
Spin multiplicity   1

Listed below, in e, are the Mulliken charges computed for each atom: -0.572, 0.191, -0.837, -0.007, -0.591, -0.585, 0.352, 0.306, 0.287, 0.268, 0.363, 0.188, 0.280, 0.358



# 3
The molecule C5H8O, computed with ωB97M-V/def2-TZVPD.

CARTESIAN COORDINATES (ANGSTROEM)
1 O -0.92 1.96 0.08
2 C -0.78 0.64 0.53
3 C -1.07 -0.66 -0.32
4 C 0.35 -1.12 -0.01
5 C 1.29 -0.12 -0.59
6 C 0.64 0.15 0.75
7 H -0.18 2.18 -0.49
8 H -1.42 0.58 1.41
9 H -1.33 -0.59 -1.38
10 H -1.82 -1.27 0.18
11 H 0.66 -2.12 0.29
12 H 0.97 0.43 -1.48
13 H 2.34 -0.37 -0.57
14 H 1.27 0.32 1.62

SMILES   O[C@H]1C[C@H]2C[C@H]21
Highest occupied orbital energy   -10.01 eV
Calculated total energy   -270.48717 Ha
Charge   0
ΔE to the lowest compared entry with this formula, charge and spin   44.38 kcal per mole
Spin multiplicity   1

Listed below, in e, are the Mulliken charges computed for each atom: -0.559, 0.041, -0.793, 0.008, -0.659, -0.432, 0.345, 0.346, 0.290, 0.270, 0.367, 0.174, 0.268, 0.333



# 4
The molecule C5H8O, computed with ωB97M-V/def2-TZVPD.

CARTESIAN COORDINATES (ANGSTROEM)
1 O 1.40 0.55 1.50
2 C 0.61 0.14 0.44
3 C 0.64 0.76 -0.92
4 C -0.64 0.78 -0.11
5 C -1.29 -0.61 -0.25
6 C -0.06 -1.22 0.48
7 H 1.80 1.40 1.28
8 H 1.16 1.72 -0.99
9 H 0.69 0.16 -1.83
10 H -1.10 1.69 0.26
11 H -2.24 -0.74 0.28
12 H -1.42 -0.93 -1.29
13 H -0.31 -1.46 1.51
14 H 0.46 -2.07 0.02

SMILES   O[C@@]12CC[C@@H]1C2
Highest occupied orbital energy   -8.89 eV
Calculated total energy   -270.48499 Ha
Charge   0
ΔE to the lowest compared entry with this formula, charge and spin   45.75 kcal per mole
Spin multiplicity   1

Listed below, in e, are the Mulliken charges computed for each atom: -0.544, 0.562, -0.748, -0.192, -0.668, -0.597, 0.309, 0.265, 0.174, 0.361, 0.274, 0.253, 0.285, 0.267



# 5
The molecule C5H8O, computed with ωB97M-V/def2-TZVPD.

CARTESIAN COORDINATES (ANGSTROEM)
1 O -1.53 1.01 1.37
2 C -0.59 0.67 0.38
3 C 0.74 0.13 0.90
4 C 1.26 -0.41 -0.43
5 C 0.03 -0.96 -1.12
6 C -1.04 -0.32 -0.65
7 H -2.30 0.43 1.28
8 H -0.18 1.54 -0.24
9 H 1.33 0.98 1.25
10 H 0.65 -0.61 1.71
11 H 1.49 0.53 -0.99
12 H 2.13 -1.07 -0.39
13 H 0.07 -1.60 -1.99
14 H -2.05 -0.32 -1.06

SMILES   O[C@@H]1C=CCC1
Highest occupied orbital energy   -9.29 eV
Calculated total energy   -270.51185 Ha
Charge   0
ΔE to the lowest compared entry with this formula, charge and spin   28.89 kcal per mole
Spin multiplicity   1

Listed below, in e, are the Mulliken charges computed for each atom: -0.546, 0.247, -0.636, -0.594, -0.416, -0.411, 0.330, 0.158, 0.247, 0.265, 0.227, 0.361, 0.374, 0.394



# 6
The molecule C5H8O, computed with ωB97M-V/def2-TZVPD.

CARTESIAN COORDINATES (ANGSTROEM)
1 C -1.38 -0.84 -0.36
2 C -0.46 0.36 -0.50
3 C -0.27 1.18 0.66
4 C 1.04 0.08 -0.62
5 C 1.69 -0.40 0.51
6 O 1.28 -0.18 1.67
7 H -1.08 -1.43 0.51
8 H -2.42 -0.52 -0.22
9 H -1.33 -1.48 -1.25
10 H -0.70 0.98 -1.38
11 H -0.66 0.92 1.64
12 H 0.18 2.16 0.55
13 H 1.53 0.20 -1.58
14 H 2.58 -1.04 0.36

Highest occupied orbital energy (spin up / spin down)   -7.98 / -7.97 eV
Calculated total energy   -270.42972 Ha
Charge   0
ΔE to the lowest compared entry with this formula, charge and spin   80.43 kcal per mole
Spin multiplicity   1

Listed below, in e, are the Mulliken charges computed for each atom: -1.339, 0.585, -0.633, -0.727, 0.072, -0.564, 0.314, 0.339, 0.333, 0.337, 0.255, 0.306, 0.365, 0.356